(1)
Computed, not measured: one molecule with the formula C5H7NO, with ωB97M-V/def2-TZVPD.

Last column: natural (NBO) charge in e.
Element x y z (Å)
H1 -1.61 0.94 -0.78  0.22
H2 -2.54 -0.47 -0.40  0.23
C1 0.74 0.06 0.99  -0.08
O1 0.12 -0.55 -2.20  -0.52
C2 1.42 0.55 -0.30  -0.53
H3 -2.11 0.73 0.88  0.22
C3 -0.40 -0.47 0.19  -0.02
C4 0.37 -0.26 -1.06  0.59
H4 1.18 1.62 -0.40  0.24
H5 0.66 0.61 1.93  0.21
H6 1.07 -1.96 0.61  0.36
H7 2.46 0.37 -0.56  0.22
N1 0.40 -1.34 1.08  -0.54
C5 -1.77 0.18 0.01  -0.61

net charge	0
F_max	0.7	eV/A
energy relative to the best compared isomer or geometry (same formula, charge and spin)	280.7	kJ/mol
HOMO energy	-9.18	eV
Kohn-Sham gap	10.061	eV


(2)
Computed, not measured: one molecule with the formula C5H7NO, with ωB97M-V/def2-TZVPD.

Last column: natural (NBO) charge in e.
Element x y z (Å)
H1 0.38 2.28 0.05  0.37
C1 -0.26 -1.61 -0.46  0.10
O1 1.01 -1.76 -0.89  -0.40
H2 -2.39 0.59 -0.14  0.22
N1 1.06 1.60 0.39  -0.81
H3 2.68 -0.53 -0.95  0.20
H4 -2.29 -0.56 1.19  0.22
C2 0.79 0.31 -0.08  0.08
C3 1.64 -0.58 -0.67  0.01
C4 -0.47 -0.38 0.05  -0.14
H5 -0.91 -2.48 -0.58  0.20
H6 -1.50 1.01 1.32  0.22
C5 -1.73 0.19 0.63  -0.63
H7 1.99 1.92 0.14  0.37

net charge	0
F_max	0.3	eV/A
energy relative to the best compared isomer or geometry (same formula, charge and spin)	79.1	kJ/mol
HOMO energy	-8.09	eV
Kohn-Sham gap	9.075	eV


(3)
Computed, not measured: one molecule with the formula C5H7NO, with ωB97M-V/def2-TZVPD.

Last column: natural (NBO) charge in e.
Element x y z (Å)
N1 0.17 -0.99 0.87  -0.55
O1 0.32 0.24 -2.38  -0.51
C1 -0.48 0.01 0.02  -0.03
H1 -2.23 -1.06 0.45  0.23
C2 -1.98 -0.01 0.23  -0.62
H2 2.43 -0.40 -0.28  0.22
H3 0.76 0.89 1.82  0.22
H4 2.21 1.36 -0.46  0.24
C3 0.73 0.32 0.89  -0.05
C4 1.69 0.41 -0.28  -0.53
C5 0.45 0.19 -1.19  0.59
H5 -2.27 0.56 1.11  0.23
H6 -2.57 0.31 -0.62  0.23
H7 0.69 -1.66 0.32  0.35

net charge	0
F_max	0.6	eV/A
energy relative to the best compared isomer or geometry (same formula, charge and spin)	213.4	kJ/mol
HOMO energy	-9.53	eV
Kohn-Sham gap	10.542	eV


(4)
Computed, not measured: one molecule with the formula C5H7NO, with ωB97M-V/def2-TZVPD.

Last column: natural (NBO) charge in e.
Element x y z (Å)
C1 0.35 0.80 0.69  0.07
H1 -1.93 0.16 -1.42  0.22
H2 1.94 -1.26 -0.66  0.19
N1 -0.02 -1.86 0.20  -0.57
H3 0.49 -2.03 1.06  0.36
H4 0.62 -1.65 -1.86  0.19
H5 -0.67 2.59 -0.50  0.22
C2 -1.09 0.40 -0.78  -0.15
C3 0.87 -1.35 -0.85  -0.26
C4 -0.05 -0.46 -0.12  0.02
H6 -1.15 1.21 1.79  0.47
H7 1.41 1.02 0.80  0.18
O1 -0.25 0.90 1.97  -0.70
C5 -0.53 1.53 -0.33  -0.23

net charge	0
F_max	0.5	eV/A
energy relative to the best compared isomer or geometry (same formula, charge and spin)	321.4	kJ/mol
HOMO energy	-9.26	eV
Kohn-Sham gap	10.288	eV


(5)
Computed, not measured: C5H7NO as an isolated structure, with ωB97M-V/def2-TZVPD.

Last column: natural (NBO) charge in e.
Element x y z (Å)
H1 -1.18 1.24 -1.16  0.25
H2 2.46 -1.07 1.15  0.18
H3 0.76 1.30 -1.19  0.25
H4 0.48 2.40 0.48  0.22
C1 -1.55 -0.74 0.39  -0.48
C2 0.61 1.39 0.03  -0.07
H5 -2.54 -1.14 0.14  0.21
C3 1.59 -0.67 0.62  0.37
O1 1.59 0.70 0.74  -0.49
C4 -0.47 0.63 -0.61  -0.26
H6 -1.38 -0.44 1.42  0.20
C5 -0.43 -0.84 -0.54  -0.15
H7 -0.70 -1.33 -1.47  0.22
N1 0.77 -1.42 0.03  -0.45

net charge	0
F_max	4.3	eV/A
energy relative to the best compared isomer or geometry (same formula, charge and spin)	457.9	kJ/mol
HOMO energy	-7.54	eV
Kohn-Sham gap	8.380	eV


(6)
Computed, not measured: a 2-piece molecular cluster, C5H7NO overall, with ωB97M-V/def2-TZVPD.

Last column: natural (NBO) charge in e.
Element x y z (Å)
H1 -1.00 0.62 1.17  0.18
O1 1.84 0.38 2.69  -0.50
H2 -2.21 -0.48 0.47  0.20
C1 0.07 -0.49 -1.25  -0.09
H3 0.73 -1.24 0.76  0.21
H4 -0.58 -2.17 -0.01  0.21
H5 0.56 1.52 -1.99  0.21
H6 0.17 -0.99 -2.21  0.20
C2 1.57 1.37 2.21  0.51
C3 0.36 0.95 -1.09  -0.28
N1 -1.04 0.50 -1.01  -0.38
H7 0.85 1.32 -0.19  0.19
C4 -1.20 -0.09 0.36  -0.23
C5 -0.14 -1.18 0.09  -0.44

net charge	0
F_max	1.4	eV/A
energy relative to the best compared isomer or geometry (same formula, charge and spin)	257.2	kJ/mol
HOMO energy	-9.16	eV
Kohn-Sham gap	10.226	eV


(7)
Computed, not measured: C5H7NO as an isolated structure, with ωB97M-V/def2-TZVPD.

Last column: natural (NBO) charge in e.
Element x y z (Å)
C1 -0.33 -1.54 -1.70  -0.04
O1 -1.71 -1.01 -0.60  -0.74
H1 -0.38 -2.64 -1.67  0.20
H2 -0.93 0.07 2.01  0.21
H3 -1.94 -1.77 -0.04  0.48
H4 0.91 1.75 2.45  0.20
C2 0.62 -0.84 -0.91  -0.28
H5 1.51 1.53 0.73  0.21
C3 -0.39 0.49 1.16  -0.18
N1 -0.65 1.94 0.96  -0.56
H6 -0.66 -1.13 -2.66  0.21
H7 -0.61 2.14 -0.05  0.36
C4 0.67 1.51 1.42  -0.23
C5 -0.19 -0.40 0.01  0.16

net charge	0
F_max	1.0	eV/A
energy relative to the best compared isomer or geometry (same formula, charge and spin)	607.5	kJ/mol
HOMO energy	-8.85	eV
Kohn-Sham gap	9.388	eV


(8)
Computed, not measured: one molecule with the formula C5H7NO, with ωB97M-V/def2-TZVPD.

Last column: natural (NBO) charge in e.
Element x y z (Å)
C1 -0.68 -1.63 0.02  -0.31
C2 0.51 0.67 -0.31  0.23
H1 -0.01 -1.65 0.87  0.21
H2 2.23 1.27 0.76  0.25
H3 -2.51 -0.76 -0.70  0.23
C3 -1.06 0.71 0.06  0.48
H4 1.07 0.40 1.77  0.22
H5 2.05 -0.48 0.59  0.23
C4 -1.58 -0.63 -0.18  -0.29
C5 1.52 0.45 0.78  -0.69
N1 0.88 1.17 -1.41  -0.61
H6 0.13 1.35 -2.07  0.34
O1 -1.66 1.74 0.19  -0.50
H7 -0.87 -2.62 -0.36  0.20

net charge	0
F_max	3.0	eV/A
energy relative to the best compared isomer or geometry (same formula, charge and spin)	244.9	kJ/mol
HOMO energy	-9.20	eV
Kohn-Sham gap	8.877	eV


(9)
Computed, not measured: one molecule with the formula C5H7NO, with ωB97M-V/def2-TZVPD.

Last column: natural (NBO) charge in e.
Element x y z (Å)
H1 -1.37 1.23 1.24  0.24
C1 0.86 -1.61 -0.17  -0.61
H2 1.95 -1.62 -0.20  0.23
O1 0.83 0.83 1.48  -0.61
C2 0.58 0.89 0.29  0.67
N1 -0.15 1.99 -0.28  -0.65
H3 0.70 -0.04 -1.70  0.24
C3 -1.27 1.16 0.13  -0.05
C4 -1.15 -0.08 -0.42  -0.16
H4 -0.08 2.79 0.34  0.38
H5 0.55 -1.75 0.87  0.23
C5 0.34 -0.28 -0.70  -0.33
H6 0.49 -2.45 -0.77  0.22
H7 -1.81 -0.90 -0.16  0.22

net charge	0
F_max	2.3	eV/A
energy relative to the best compared isomer or geometry (same formula, charge and spin)	323.6	kJ/mol
HOMO energy	-9.13	eV
Kohn-Sham gap	9.595	eV


(10)
Computed, not measured: one molecule with the formula C5H7NO, with ωB97M-V/def2-TZVPD.

Last column: natural (NBO) charge in e.
Element x y z (Å)
H1 2.26 -0.33 1.03  0.21
C1 1.13 0.81 -0.33  -0.18
C2 1.29 -0.14 0.58  -0.20
H2 -1.88 -1.27 0.64  0.40
N1 -1.11 -0.64 0.48  -0.62
C3 0.17 -1.02 1.05  -0.25
H3 1.98 1.43 -0.63  0.21
H4 -0.08 1.11 -2.10  0.24
H5 0.40 -2.06 0.80  0.20
C4 -0.18 1.08 -1.01  -0.55
O1 -2.28 -0.02 -1.36  -0.61
H6 -0.57 2.07 -0.72  0.24
C5 -1.27 0.08 -0.68  0.69
H7 0.11 -0.97 2.15  0.20

net charge	0
F_max	0.3	eV/A
energy relative to the best compared isomer or geometry (same formula, charge and spin)	12.5	kJ/mol
HOMO energy	-9.44	eV
Kohn-Sham gap	10.296	eV